[1]
DFT (the ωB97M-V functional and the def2-TZVPD basis) results for a structure of composition C16H42F3KO18P4 at a distorted geometry.

Positions of all 84 atoms, in Å:
K: 1.1221 -0.0807 0.6894
C: 3.3541 2.2071 -1.6265
O: 2.3064 3.1920 -1.7490
O: 2.9021 0.9925 -1.3302
C: 4.3423 2.3326 -2.8216
F: 4.8463 3.5936 -2.9171
F: 5.3787 1.4959 -2.7397
F: 3.7207 2.1429 -4.0371
C: 1.3366 3.0028 -2.7566
C: 0.8792 4.3355 -3.3345
H: -0.0802 4.2886 -3.8549
H: 0.6428 5.0429 -2.5278
H: 1.6610 4.7520 -3.9669
H: 0.4854 2.4863 -2.3048
H: 1.7364 2.5007 -3.6364
H: 3.9013 2.5673 -0.7418
C: -3.0795 -0.2107 1.7736
O: -2.6424 -0.6276 3.0960
P: -1.1653 -0.4167 3.6265
O: -0.1437 -1.1388 2.8468
O: -1.3487 -0.8739 5.1419
C: -0.6066 -1.9424 5.7096
O: -0.9453 1.1657 3.6947
C: 0.2151 1.6359 4.3739
H: -3.4987 -1.1222 1.3592
H: -2.2435 0.2080 1.2216
H: -3.8506 0.5513 1.8651
H: -0.0606 -2.5022 4.9472
H: -1.2653 -2.6740 6.1775
H: 0.0929 -1.5695 6.4558
H: -0.0403 2.1639 5.3023
H: 0.8392 2.3689 3.8700
H: 0.7511 0.7801 4.7899
C: 3.1232 -2.8163 -1.7154
O: 3.0721 -3.2975 -0.3604
P: 2.2546 -4.6104 0.0451
O: 1.0632 -4.8360 -0.7578
O: 2.1535 -4.5824 1.6484
C: 1.2945 -3.5699 2.1913
O: 3.3612 -5.7632 -0.1323
C: 3.3369 -7.0610 0.4529
H: 4.1744 -2.5673 -1.8597
H: 2.5840 -1.8703 -1.7364
H: 2.8147 -3.4624 -2.5328
H: 0.8298 -2.9653 1.4172
H: 1.7744 -2.8936 2.9002
H: 0.5535 -4.1174 2.7788
H: 4.2971 -7.1518 0.9613
H: 3.0924 -7.8090 -0.2932
H: 2.6336 -7.1157 1.2900
C: -2.7721 -3.9232 -0.3619
O: -2.3889 -3.4081 -1.6262
P: -1.2741 -2.2702 -1.6653
O: -0.3839 -2.1873 -0.4892
O: -2.1748 -0.9704 -1.8557
C: -1.6128 0.2250 -2.4511
O: -0.5664 -2.4772 -3.0939
C: -1.4099 -2.5973 -4.2321
H: -2.9793 -4.9924 -0.3953
H: -3.6086 -3.3765 0.0742
H: -1.9666 -3.8896 0.3788
H: -2.3407 0.4923 -3.2155
H: -0.5907 0.1362 -2.8201
H: -1.5760 0.9551 -1.6416
H: -2.4832 -2.4636 -4.0977
H: -1.2834 -3.5676 -4.7145
H: -1.0679 -1.8638 -4.9651
C: -3.5700 4.4917 1.6660
O: -2.7414 3.3328 1.5997
P: -1.4025 3.2478 0.7327
O: -0.8874 1.8893 0.5559
O: -1.7285 4.0542 -0.6034
C: -2.7422 3.7842 -1.5549
O: -0.4133 4.2443 1.5329
C: 0.4511 5.1583 0.8422
H: -3.9260 4.6812 2.6725
H: -4.4111 4.2707 1.0043
H: -3.1247 5.3952 1.2457
H: -3.0496 2.7423 -1.6006
H: -2.3973 4.1244 -2.5313
H: -3.6013 4.4278 -1.3448
H: 0.3148 6.0987 1.3788
H: 0.2642 5.2555 -0.2258
H: 1.4886 4.8216 0.9087

Forces on the atoms, in the same order (eV/Å):
0.247 0.157 -0.666
-0.535 -1.315 1.754
0.289 1.022 -0.572
-0.158 -0.259 -0.756
-0.930 0.621 -0.599
0.099 -0.310 0.258
-0.202 0.032 -0.069
0.695 -0.423 0.433
-0.281 0.207 -0.411
-0.305 0.647 1.058
0.211 -0.448 -0.440
0.407 0.047 0.007
-0.133 0.157 -0.046
-0.084 -0.321 -0.249
-0.207 -0.735 0.474
0.494 0.749 -0.236
0.224 -0.303 0.506
0.448 0.809 0.454
-1.002 -0.156 -0.150
0.190 0.298 0.372
0.150 0.392 -0.498
0.431 -0.906 -0.060
-0.283 -0.152 -0.239
0.175 -0.096 1.992
0.087 0.171 -0.491
-0.070 -0.228 -0.300
0.011 -0.014 0.214
0.106 0.259 -0.055
-0.292 0.341 0.065
-0.048 0.143 -0.035
-0.698 0.000 -0.247
-0.122 -0.517 -0.918
0.612 0.090 -0.554
0.778 1.207 0.054
-0.741 -1.165 0.628
1.858 -0.736 -0.257
-0.851 -0.062 0.119
0.281 0.725 -0.985
-0.632 -0.226 0.617
-0.291 0.793 -0.091
-0.195 0.722 1.094
-0.037 -0.009 -0.164
-0.143 -0.080 -0.215
-0.364 -0.482 0.517
-0.237 -0.193 -0.033
0.616 -0.222 -0.267
-0.301 0.270 -0.246
0.196 -0.572 -0.543
0.290 -0.110 -0.018
-0.333 0.034 -0.315
0.307 -0.577 1.471
0.496 0.241 0.100
0.211 0.035 -0.174
-0.173 0.163 -0.862
0.382 -0.342 -0.316
-0.485 0.123 0.812
-0.609 -0.055 1.491
0.123 -0.032 -1.515
-0.358 0.134 -0.674
-0.183 -0.008 -0.352
0.205 0.409 -0.318
0.376 0.314 -0.150
-0.130 -0.399 -0.216
-0.073 0.186 -0.212
0.114 0.154 0.616
0.174 -0.133 0.368
-0.053 0.102 0.108
-0.531 0.111 -1.101
0.799 -0.595 0.017
0.108 1.608 0.672
-0.274 -0.195 0.018
0.664 -0.090 0.593
-0.561 0.529 -0.381
-1.138 -1.034 -1.235
0.778 0.334 0.192
0.223 -0.236 0.140
-0.253 0.118 0.313
0.442 -0.103 0.251
0.119 -0.071 0.113
0.319 -0.302 0.053
-0.083 -0.258 0.225
0.212 0.064 -0.351
-0.434 -0.001 0.165
-0.145 -0.045 0.250

## Properties
**Spin multiplicity**: 1
**HOMO-LUMO gap**: 7.02 eV
**LUMO**: 0.14 eV
**M**: 742.5 Da
**Largest force on an atom**: 2.26 eV Å⁻¹
**E**: -115770.700 eV
**Net charge**: 0



[2]
DFT (the ωB97M-V functional and the def2-TZVPD basis) results for a cluster of 7 separate species, C16H42O9S6 in total at a distorted geometry.

Positions of all 73 atoms, in Å:
C: 3.9642 14.6537 -6.7943
C: 4.6786 14.8806 -5.4283
C: 5.7136 13.9026 -5.0148
O: 6.6998 14.7277 -4.3626
C: 6.5897 15.9326 -4.6994
O: 7.2262 16.8778 -4.2451
O: 5.4285 16.0364 -5.4605
H: 3.5668 13.6402 -6.8473
H: 4.6142 14.7722 -7.6612
H: 3.0797 15.2904 -6.8144
H: 3.9991 15.0810 -4.5999
H: 6.1217 13.2856 -5.8154
H: 5.2113 13.2076 -4.3420
C: -1.7086 19.9988 -8.2823
S: -2.2193 18.9282 -6.8358
O: -2.8617 19.9025 -5.8498
C: -3.6764 18.1108 -7.6185
H: -0.9783 20.7415 -7.9611
H: -2.5262 20.6443 -8.6030
H: -1.1782 19.5395 -9.1164
H: -3.2605 17.3419 -8.2695
H: -4.2605 18.8148 -8.2112
H: -4.3217 17.4821 -7.0049
C: 2.9023 21.3029 -9.5225
S: 1.5749 20.2897 -10.3368
O: 1.3431 20.9100 -11.7131
C: 2.4560 18.7161 -10.7620
H: 3.6992 21.6318 -10.1895
H: 3.3778 20.6783 -8.7662
H: 2.5350 22.2169 -9.0558
H: 3.4477 18.8965 -11.1768
H: 1.8750 18.1163 -11.4625
H: 2.5732 18.1990 -9.8096
C: 7.7052 22.6672 -5.2996
S: 7.5324 21.9491 -3.6138
O: 6.4500 22.7400 -2.8657
C: 6.8881 20.2774 -4.0890
H: 6.8015 22.6810 -5.9089
H: 8.5055 22.1587 -5.8373
H: 8.0570 23.6756 -5.0816
H: 7.6468 19.6085 -4.4954
H: 6.0224 20.3339 -4.7489
H: 6.3889 19.8151 -3.2374
C: 0.0872 25.8668 -4.4011
S: -0.4136 24.5205 -5.5837
O: 0.8074 23.8365 -6.2080
C: -1.1421 23.3361 -4.3469
H: 0.7549 26.6307 -4.7996
H: 0.5637 25.4669 -3.5061
H: -0.7899 26.4260 -4.0752
H: -1.4046 22.3620 -4.7597
H: -1.9926 23.8187 -3.8655
H: -0.3615 23.1429 -3.6110
C: 5.4941 18.5525 -7.9459
S: 6.7725 19.2562 -9.0885
O: 6.0337 19.4777 -10.3929
C: 6.7420 20.9476 -8.3841
H: 5.7631 18.7279 -6.9043
H: 5.3803 17.4751 -8.0660
H: 4.5587 19.0591 -8.1835
H: 7.2897 20.8753 -7.4445
H: 5.8166 21.4352 -8.0774
H: 7.1374 21.6543 -9.1137
C: 2.9706 18.3297 -5.4674
S: 2.6893 20.2145 -5.1010
O: 3.8186 20.8619 -5.9100
C: 1.1100 20.2985 -6.0602
H: 2.9277 18.1496 -6.5416
H: 2.2254 17.6351 -5.0795
H: 3.9921 18.0687 -5.1908
H: 1.3897 20.1713 -7.1059
H: 0.7480 21.3264 -6.0811
H: 0.3457 19.5632 -5.8082

Forces on the atoms, in the same order (eV/Å):
-0.173 -0.354 1.348
-0.781 0.084 -1.107
-0.444 -1.534 0.378
0.988 -4.846 0.990
-1.282 5.056 0.676
-1.191 -1.970 -1.811
1.995 3.401 -0.840
0.067 -0.174 0.157
0.079 0.335 0.238
0.236 0.249 -0.369
-0.689 -0.639 -0.125
0.456 0.446 -0.123
0.741 -0.025 0.534
0.113 0.405 0.277
-1.862 1.655 0.165
1.168 -0.945 -0.891
0.790 -0.621 -0.892
0.129 -0.242 0.807
-0.414 -0.529 -0.077
-0.498 -0.623 0.041
0.240 0.195 -0.538
0.108 0.086 0.223
0.235 0.707 0.865
0.388 -0.636 -0.088
0.735 0.850 -2.358
-0.126 -0.419 1.653
0.436 0.625 0.966
-0.232 -0.444 -0.548
-0.153 0.055 0.220
-0.658 -0.323 0.032
-0.045 0.293 0.005
-0.322 0.384 0.179
0.034 -0.305 -0.002
0.162 0.011 0.559
-1.347 0.296 0.334
1.379 -1.346 -1.373
-1.014 0.365 0.090
-0.155 -0.044 0.380
0.024 -0.198 0.142
-0.172 0.077 -0.154
0.150 0.251 0.147
0.213 0.534 -0.612
0.713 0.102 0.557
0.049 -0.383 0.522
0.721 -0.669 -0.593
-1.386 0.849 1.252
0.965 0.647 0.231
0.057 -0.488 -0.670
0.055 -0.251 -0.083
-0.363 -0.332 -0.164
-0.173 0.355 -0.571
-0.026 -0.051 -0.112
0.031 0.124 0.142
0.442 0.146 -0.031
-2.383 1.434 -0.527
0.657 -0.831 0.531
0.305 -0.036 0.834
0.077 0.174 -0.018
0.205 0.048 -0.327
0.166 0.035 0.015
0.562 0.303 -0.194
-0.766 -0.939 -0.267
0.672 -0.439 0.026
-0.171 0.860 -0.332
1.060 -1.505 -1.533
-1.762 -0.750 0.795
0.833 0.598 -0.894
-0.044 0.620 -0.263
-0.011 0.341 0.667
-0.174 0.175 0.463
0.220 -0.449 -0.109
-0.097 0.087 0.685
0.254 0.083 0.469

## Properties
**Spin multiplicity**: 1
**HOMO-LUMO gap**: 8.46 eV
**LUMO**: -0.05 eV
**M**: 570.9 Da
**Largest force on an atom**: 5.26 eV Å⁻¹
**E**: -100704.877 eV
**Net charge**: 0



[3]
DFT (the ωB97M-V functional and the def2-TZVPD basis) results for a cluster of 6 separate species, C16H43ClNO5 in total at a distorted geometry.

Positions of all 66 atoms, in Å:
Cl: -0.1582 0.3033 -0.4192
C: 4.6537 -0.2697 1.9220
C: 3.2235 -0.6775 2.2331
C: 2.3498 0.5902 2.0688
O: 2.6176 1.5212 3.0966
C: 1.7983 2.6945 2.9869
N: 2.8041 -1.6930 1.2211
H: 5.1516 0.4035 2.5911
H: 4.5305 0.0959 0.9036
H: 5.3049 -1.1166 1.8829
H: 3.1393 -1.0368 3.2445
H: 1.2574 0.4119 2.0220
H: 2.5299 1.0462 1.1049
H: 1.8345 3.2731 3.8381
H: 0.7162 2.4456 2.7279
H: 2.1749 3.2251 2.1048
H: 1.8294 -1.6211 1.0244
H: 3.1724 -1.3594 0.3216
C: 2.0576 0.6646 -3.6294
C: 2.9175 1.3662 -2.5738
C: 2.3857 2.6367 -2.0156
O: 3.0508 0.4705 -1.4018
H: 1.1277 0.3924 -3.1810
H: 2.6139 -0.2356 -3.8708
H: 1.7892 1.2498 -4.5424
H: 3.8984 1.4304 -3.0267
H: 1.3841 2.4817 -1.6539
H: 2.4046 3.3692 -2.7787
H: 3.0326 3.0328 -1.2538
H: 2.1239 0.4102 -1.1134
C: -3.9876 -1.5457 -2.9130
C: -2.7767 -0.8228 -2.3478
C: -2.7712 0.6536 -2.6885
O: -2.8066 -1.0319 -0.9661
H: -4.0994 -1.2755 -3.9700
H: -4.9835 -1.2443 -2.4506
H: -3.9124 -2.6397 -2.7648
H: -1.8123 -1.2599 -2.7668
H: -3.6997 1.0995 -2.2931
H: -2.8074 0.7587 -3.7764
H: -2.0315 1.2761 -2.3110
H: -1.9726 -0.6339 -0.6633
C: -3.6300 2.5701 1.7665
C: -2.4610 1.9874 2.5523
C: -2.5949 0.4868 2.6874
O: -1.2205 2.3935 2.0196
H: -3.8945 2.0072 0.8202
H: -3.3726 3.6121 1.5104
H: -4.4420 2.5734 2.5058
H: -2.4810 2.5014 3.5497
H: -3.5627 0.2343 3.2278
H: -1.7267 0.1543 3.2731
H: -2.6747 -0.0569 1.7003
H: -0.9990 1.8051 1.2828
C: 0.1679 -3.1493 -1.1085
C: -0.7556 -3.8051 -0.0784
C: -0.7946 -3.0090 1.2488
O: -1.9713 -3.8111 -0.7154
H: 1.2703 -3.2324 -0.8798
H: -0.1185 -2.1797 -1.4576
H: 0.2630 -3.7569 -2.0351
H: -0.4068 -4.8124 0.0848
H: 0.0814 -3.2626 1.8340
H: -1.6586 -3.3239 1.8715
H: -0.8002 -1.9078 1.1025
H: -2.2722 -2.8581 -0.6848

Forces on the atoms, in the same order (eV/Å):
0.186 0.333 0.125
-0.500 -0.620 -0.712
-0.746 1.033 -0.872
-0.705 -0.110 0.477
-0.226 0.335 0.884
-0.884 -2.247 -3.262
1.275 0.552 0.022
-0.325 0.810 0.311
0.774 0.545 -0.083
0.326 -0.920 -0.135
-0.275 -0.447 0.385
0.338 -0.503 0.336
0.473 0.162 -0.578
0.382 1.109 1.968
1.358 0.150 0.633
-0.072 0.509 0.133
-1.131 -0.009 0.352
0.223 -0.258 0.300
0.176 0.564 -0.156
-0.020 -1.542 0.841
0.322 0.229 -0.454
-0.064 0.388 -1.429
-0.786 -0.364 0.382
-0.196 -0.200 -0.404
0.631 -0.227 0.639
0.516 0.396 0.343
-0.430 0.064 0.282
-0.409 1.037 -1.002
0.199 -0.107 0.634
-0.072 -0.325 0.403
-1.141 0.018 -0.105
0.758 -0.272 -0.642
-2.605 -0.349 -0.938
-0.036 -0.339 0.650
0.120 -0.443 0.000
1.398 -0.039 -0.143
0.112 0.529 -0.269
-1.058 0.172 0.264
-0.030 -0.183 -0.194
0.060 0.093 -0.030
1.895 0.483 0.808
0.386 0.274 0.540
-0.070 0.150 -0.310
-0.363 0.733 0.038
-0.825 -0.759 0.281
0.039 -0.217 -0.191
0.300 0.494 1.144
-0.279 -0.362 0.025
-0.379 0.039 -0.648
-0.063 -0.680 -0.524
1.183 0.281 -0.400
-0.345 -0.414 -0.229
0.413 0.738 0.904
0.214 -0.151 -0.363
2.864 -1.916 -0.704
1.516 1.917 -0.255
-0.245 -0.343 0.107
-2.549 0.634 -0.005
-0.899 0.884 0.598
-0.091 0.736 0.410
-0.956 -0.097 0.343
-0.145 -0.534 0.206
0.390 0.097 0.131
0.272 0.234 -0.490
-0.117 -0.678 -0.080
-0.067 -1.068 -0.292

## Properties
**Spin multiplicity**: 1
**HOMO-LUMO gap**: 9.35 eV
**LUMO**: 3.16 eV
**M**: 365.0 Da
**Largest force on an atom**: 4.06 eV Å⁻¹
**E**: -41541.522 eV
**Net charge**: -1